Entry 1:
A molecular structure, C18H41Br3N3O4 in a non-equilibrium geometry. Source: OMol25; level of theory: ωB97M-V with the def2-TZVPD basis set.

The electronic energy is -242116.615 eV. The calculation puts the gap between HOMO and LUMO at 6.07 eV. For the HOMO energy, the calculation gives -3.66 eV.

```
! wB97M-V def2-TZVPD RIJCOSX def2/J DEFGRID3
* xyz -1 1
Br 0.24258 -1.22044 5.91505
Br -2.73758 -0.24135 5.25707
Br -0.20980 2.86540 -0.18247
O 3.10740 2.98191 -5.53218
O 3.57700 2.22246 -1.02596
O -2.12819 -2.62217 -0.87458
O -5.26512 -5.47509 1.07052
N 4.68084 4.07765 -3.26839
N -2.76303 -4.05236 1.84240
N -1.73903 0.27750 2.64115
C 2.76521 1.70308 -2.06463
C -1.90363 -2.89676 1.57201
C 0.11746 -0.19257 4.23494
C -0.42754 2.22515 1.70574
C -1.28696 0.46674 3.89311
C 4.42841 3.49249 -5.62864
C -4.68790 -6.74157 0.85753
C 0.67353 -1.09860 3.14917
C -4.11151 -3.69497 2.25607
C 5.23643 3.77790 -1.95305
C 4.93480 2.41284 -1.34626
C 5.19636 3.25167 -4.34910
C -4.99239 -4.91661 2.35603
C 2.09267 3.96465 -5.54027
C -0.28810 3.44525 2.59697
C -2.26652 -1.99884 0.40463
C -3.25060 -3.34541 -1.31858
C -1.75816 1.46090 1.82455
H 0.79795 0.63425 4.40771
H 4.85705 4.53278 -1.26065
H 1.95436 1.14530 -1.60175
H -3.26829 -1.56825 0.51055
H 2.31517 2.49655 -2.66858
H 2.16526 4.60197 -6.42799
H 2.12418 4.59845 -4.64769
H 4.41442 4.55947 -5.87093
H -4.05957 -3.21328 3.23618
H 6.24837 3.50567 -4.51423
H 3.33530 1.03147 -2.71415
H 0.04636 3.12422 3.58305
H -3.21424 -4.39962 -1.02036
H -0.89284 -3.27580 1.39626
H 1.13891 3.44179 -5.56078
H 3.67565 3.96874 -3.22474
H -1.57131 -1.16059 0.41754
H -1.23607 3.95991 2.70353
H -5.95164 -4.63034 2.79751
H 1.75948 -1.01123 3.13019
H -5.04431 -7.10261 -0.10660
H -3.26003 -3.30981 -2.41030
H -3.59320 -6.69805 0.83292
H 0.28546 -0.82280 2.17645
H 5.29887 1.58970 -1.97536
H 5.14103 2.17612 -4.12831
H -1.21902 1.51570 4.20012
H -4.99161 -7.45433 1.63275
H -4.53009 -5.66716 3.00426
H -1.86577 -2.27037 2.46422
H -2.03762 1.15663 0.81915
H -2.81424 -4.63019 1.01336
H 0.46899 4.12121 2.21556
H -4.59520 -2.98826 1.56629
H 5.48109 2.35167 -0.40046
H 4.92752 2.96481 -6.44749
H -2.52767 2.18847 2.13926
H 0.41028 1.55372 1.84682
H -4.18401 -2.91089 -0.94785
H 0.45099 -2.14095 3.34243
H 6.32341 3.90708 -2.00074
*
```

---

Entry 2:
6 unconnected molecules or ions with the total composition C18H41ClN6O6P. Source: OMol25; level of theory: ωB97M-V with the def2-TZVPD basis set.

The electronic energy is -62369.654 eV. The calculation puts the gap between HOMO and LUMO at 6.09 eV. For the HOMO energy, the calculation gives -4.27 eV.

```
! wB97M-V def2-TZVPD RIJCOSX def2/J DEFGRID3
* xyz -1 1
Cl 0.81996 5.39490 -3.78688
P -1.12118 4.36569 -4.30262
O -0.07977 -2.40796 -4.56350
O -2.01779 5.59525 -3.53069
O -0.00500 -1.60045 6.22086
O -0.96179 0.44310 3.64255
O 1.63184 0.86671 -0.02949
O 5.34453 -2.97597 -4.07549
N 4.14243 -1.39646 -5.18601
N -1.42664 -1.36433 7.97293
N -1.81420 -0.99886 -4.96583
N -1.14774 3.04781 -3.45147
N -2.63236 -0.66362 2.60930
N 3.01038 0.31532 1.67479
C -0.48791 2.77758 -2.20248
C 2.74464 0.60899 0.38238
C -1.80665 -2.76320 7.91763
C -3.47953 -1.82767 2.52213
C -2.77904 0.41222 1.63724
C -0.64339 3.30753 0.26529
C -0.66702 -1.35369 -4.36346
C -2.41982 -1.92657 -5.89759
C -0.52015 -0.91184 7.07628
C -1.03324 3.52217 -0.99360
C 2.96897 -2.25078 -5.30848
C 4.09105 -0.06161 -5.74216
C 5.23482 -1.86311 -4.55783
C 4.32721 -0.04023 2.13788
C -2.44125 0.28522 -4.70548
C -1.68399 -0.53127 3.56086
C -2.01931 -0.50122 8.96792
C 1.89064 0.36633 2.60246
H 4.68391 0.66353 2.89492
H -1.74080 -2.14942 -6.72272
H -3.10473 -0.45431 8.85234
H -0.29444 0.16135 7.18788
H -1.79038 4.27102 -1.20989
H -3.33107 -1.48072 -6.29075
H 6.05430 -1.12298 -4.52015
H -1.61806 0.50456 8.85523
H 5.03945 0.44354 -5.56399
H -0.93747 -3.40581 8.06287
H -2.23961 -3.00845 6.94688
H 2.59201 -2.53113 -4.32746
H -3.44256 0.15221 -4.28866
H -3.02689 1.34860 2.13756
H 2.18773 -1.71285 -5.83630
H -1.62042 -1.38423 4.25668
H 1.10574 -0.31242 2.27582
H -4.53375 -1.55649 2.62405
H 3.21621 -3.16450 -5.85067
H 2.21851 0.08192 3.59999
H 0.33383 2.87745 0.44464
H 5.02161 -0.02490 1.29826
H -3.34892 -2.33875 1.56531
H -0.62425 1.71954 -1.95425
H -3.22061 -2.52164 3.32149
H -2.51705 0.86940 -5.62399
H 1.45798 1.36537 2.63267
H -1.83641 0.86970 -4.01213
H -2.65957 -2.87146 -5.40611
H 3.29407 0.52411 -5.28020
H 3.91183 -0.09595 -6.81926
H 4.33390 -1.04262 2.57384
H 0.59718 2.93544 -2.27697
H 3.63492 0.57401 -0.26978
H -1.79553 -0.85300 9.97808
H -0.29181 -0.58865 -3.66593
H -1.85144 0.57121 1.08627
H -2.53798 -2.96163 8.69851
H -3.57302 0.15149 0.94055
H -1.45615 6.10335 -2.93522
H -1.30898 3.52415 1.09316
*
```

---

Entry 3:
A molecular structure, C18H41CoN4O6P in a non-equilibrium geometry. Source: OMol25; level of theory: ωB97M-V with the def2-TZVPD basis set.

The electronic energy is -84483.362 eV. The calculation puts the gap between HOMO and LUMO (spin up / spin down) at 4.99 / 6.51 eV. As for the expectation value of S²: 3.801. For the HOMO energy (spin up / spin down), the calculation gives -5.12 / -6.68 eV.

```
! wB97M-V def2-TZVPD RIJCOSX def2/J DEFGRID3
* xyz 0 4
Co -0.26374 0.30579 -1.16788
P 0.70606 -0.14116 1.47161
O -1.96844 -0.43418 -4.61178
O -2.94466 0.90453 -0.52224
O -0.85585 0.59362 -2.91557
O 2.10915 -0.17100 -2.46638
O -2.39521 -1.54770 -0.62177
O 1.80371 2.19288 -1.29220
N -1.23340 -1.29410 -1.12410
N 0.54599 1.95360 -0.88963
N 1.08372 -0.74880 -1.90586
N -1.69822 1.31229 -0.53516
C -3.62812 -0.59195 -4.76150
C 1.18381 -1.83966 3.76807
C -0.56496 -2.35896 -1.63515
C -2.61825 3.48434 0.25738
C -1.15519 -1.80273 2.80443
C 0.69428 -2.02729 -2.20467
C -1.01604 1.52921 2.95741
C 3.51839 0.47884 1.71796
C 0.30380 4.41293 -0.66003
C 0.46536 1.34448 2.59616
C 1.33478 1.45388 3.84950
C -0.18390 3.02013 -0.48330
C -1.50647 2.59452 -0.14725
C 0.34025 -1.65672 2.50109
C 2.88198 -1.77008 0.70315
C 1.47552 -2.88914 -3.11352
C -1.21295 -3.68355 -1.59541
C 2.48846 -0.30706 0.91966
H 1.33465 -2.62870 -4.17664
H -3.79263 -1.51260 -5.34710
H -4.02433 -0.59258 -3.73571
H -1.34110 -4.03510 -0.56189
H 2.53271 -2.76037 -2.85142
H -1.32133 -2.79305 3.25148
H 1.34003 0.53344 4.44224
H 0.97361 4.48180 -1.54088
H -1.18227 2.58579 3.21632
H 2.92746 -2.33093 1.64533
H 0.92728 2.25434 4.48194
H 3.29277 1.55288 1.71037
H -1.68226 1.29161 2.11900
H 1.16213 -3.93113 -2.98660
H -2.56154 3.80256 1.30907
H -0.61532 -4.42659 -2.13089
H 0.74539 2.16749 1.91405
H 2.23354 -1.53914 3.65728
H 2.36847 1.72372 3.61579
H 4.49572 0.34784 1.23046
H -0.55778 5.08672 -0.81818
H 2.18434 -2.27480 0.02192
H 0.87446 4.69880 0.24479
H -1.50454 -1.05018 3.52171
H -2.60258 4.39980 -0.35187
H 2.47068 0.15443 -0.08149
H -1.29888 0.93258 3.83524
H -1.24137 -0.68583 -5.23438
H 3.87574 -1.79547 0.23543
H 0.75018 -1.31651 4.63095
H 2.07780 1.30903 -1.76230
H -1.38945 -0.00617 -3.80072
H -3.57281 2.97406 0.09288
H 0.60819 -2.47195 1.80772
H -0.49291 1.45441 -3.22367
H -1.76647 -1.74006 1.89565
H 1.18664 -2.90984 4.02585
H -2.83539 -0.09683 -0.63146
H -2.20592 -3.66219 -2.06431
H 3.61126 0.12570 2.75381
H -3.67410 0.36609 -5.25280
*
```

---

Entry 4:
4 unconnected molecules or ions with the total composition C18H41FN6O3 in a non-equilibrium geometry. Source: OMol25; level of theory: ωB97M-V with the def2-TZVPD basis set.

The electronic energy is -37128.722 eV. The calculation puts the gap between HOMO and LUMO at 9.53 eV. Its SMILES is N#CC[C@](F)(C#N)CCN.COC[C@@H](C)N.COC[C@@H](C)N.COC[C@@H](C)N. For the HOMO energy, the calculation gives -9.02 eV.

```
! wB97M-V def2-TZVPD RIJCOSX def2/J DEFGRID3
* xyz 0 1
F -4.85850 -0.46804 -2.45627
O -0.29157 0.32748 4.41229
O 3.56019 -4.09547 1.28088
O 0.21021 3.62558 -5.67468
N 0.84051 -3.13689 1.34640
N -0.45522 0.84331 -1.98186
N -3.52105 1.27398 0.13237
N -1.68168 -1.38857 0.10688
N -3.05438 1.21668 4.53770
N 1.21433 2.38451 -8.08292
C -2.67385 -2.43012 -0.12262
C -1.02395 0.24504 5.62106
C 2.09897 -1.72736 2.87108
C -1.42292 0.33851 -2.32984
C -3.70637 -0.60486 -1.66360
C -2.51951 -0.59367 -2.65786
C 0.28120 2.85585 -4.48445
C 2.77860 1.82068 -6.30256
C -3.90381 -1.91328 -0.89370
C 0.68447 1.35536 4.37673
C -2.20370 1.22401 5.73073
C -3.70807 0.57225 -0.75382
C 2.13397 2.95406 -7.09380
C 1.45627 4.01647 -6.21436
C 1.65567 -3.15347 2.56489
C 4.58266 -3.11543 1.26483
C 2.80735 -4.16512 2.47631
C -1.78634 2.65962 6.03290
H 1.46994 -3.00333 0.55761
H -4.23800 -2.64840 -1.62884
H 1.11955 3.16221 -3.85349
H -1.37992 3.16002 5.15428
H 2.37777 -5.17087 2.48947
H 2.12905 4.35414 -5.41499
H 1.46486 1.05095 3.67951
H 2.54181 -1.23816 2.00256
H 0.44339 -4.06061 1.19417
H 3.46796 -4.08667 3.34917
H -2.21964 -3.28227 -0.63057
H 0.36254 1.79040 -4.70857
H -0.34811 0.34309 6.48082
H -2.46298 1.37881 3.72625
H 2.03862 1.11960 -5.91713
H 0.38891 2.06265 -7.58390
H 1.23880 -1.13146 3.17326
H 4.20498 -2.15128 0.91717
H 5.34767 -3.44980 0.56450
H -2.81267 0.87861 6.57195
H -0.64239 3.01149 -3.92992
H -2.12082 -1.59030 -2.83195
H 1.01410 -3.47851 3.38960
H -2.93002 -0.24534 -3.61026
H -3.42928 0.28298 4.39563
H 2.82692 -1.70668 3.68534
H 3.35670 2.20556 -5.46015
H 2.93296 3.46476 -7.64032
H -3.03788 -2.83239 0.83405
H -0.77323 -1.77594 0.33433
H 5.04021 -2.99640 2.25105
H -1.42673 -0.77159 5.64557
H 3.45371 1.25370 -6.94413
H -1.96853 -0.82603 0.89841
H 1.13789 1.51774 5.35868
H -2.65036 3.23865 6.35860
H -1.03719 2.69558 6.82677
H 0.86942 3.12649 -8.68536
H 0.25210 2.28800 4.00891
H -4.73748 -1.74739 -0.20962
H 1.24183 4.88686 -6.84117
*
```

---

Entry 5:
A molecular structure, C18H41InN2P3S2 in a non-equilibrium geometry. Source: OMol25; level of theory: ωB97M-V with the def2-TZVPD basis set.

The calculation puts the relative energy (zero: lowest compared OMol25 entry of this formula, charge and spin) at 1016.1 kJ/mol. The electronic energy is -76987.082 eV. The calculation puts the gap between HOMO and LUMO at 2.52 eV. For the HOMO energy, the calculation gives -13.83 eV.

```
! wB97M-V def2-TZVPD RIJCOSX def2/J DEFGRID3
* xyz 3 1
In 0.00000 0.00000 0.00000
S -0.23820 -1.12150 -6.41680
S 0.00000 0.00000 2.00000
P 1.76060 1.07230 0.99240
P 0.48520 0.77300 -2.12820
P -1.75330 1.48860 0.15660
N -0.47880 1.07710 4.42900
N 0.30290 -1.22780 4.26840
C -0.35880 -1.89200 -1.02530
C 0.05880 -5.02710 -7.37240
C -1.10960 -5.29080 -8.08850
C -2.37290 2.04910 1.81840
C 0.00000 0.00000 3.62000
C 1.23170 2.43880 -2.44710
C -3.40240 1.04860 -0.58830
C 1.87490 2.92140 1.14510
C 1.64720 -0.20970 -3.18200
C 0.30940 -3.75240 -6.87000
C -0.61580 -2.72080 -7.08180
C -2.02920 -4.26290 -8.29830
C 2.28720 0.67530 2.72690
C -1.62370 3.20380 -0.55300
C 1.01620 -1.82920 -0.55020
C 3.39970 0.74660 0.18700
C -1.78910 -2.98360 -7.80040
C -0.92830 0.83960 -3.32090
H 1.28130 2.63780 -3.52350
H 0.64900 3.22460 -1.96520
H 1.54470 1.04840 3.43610
H 1.81680 -1.73130 -1.27810
H 1.31680 -2.47830 0.26760
H -1.35340 -0.50910 -6.85290
H -1.54980 2.51480 2.36890
H -4.14810 1.84000 -0.44090
H 1.22160 -3.55590 -6.31360
H 2.83110 3.24160 1.57820
H 0.58110 -2.05870 3.72550
H 4.22220 1.25320 0.70670
H 3.57490 -0.33290 0.19060
H -2.53330 3.77790 -0.34210
H -2.51290 -2.19140 -7.97040
H 1.28220 -1.23280 -3.29930
H 1.75730 3.38440 0.16240
H 2.63770 -0.24570 -2.72140
H -3.27660 0.86720 -1.65840
H 0.78400 -5.81770 -7.20120
H 2.37070 -0.40910 2.84520
H -2.94330 -4.45310 -8.85400
H -1.65520 1.59320 -3.01100
H 0.25140 -1.30350 5.29430
H 3.38220 1.07750 -0.85460
H -3.18420 2.77750 1.70570
H -1.42610 -0.13350 -3.32370
H -0.54450 0.95350 5.44940
H -3.76710 0.12140 -0.14060
H -0.76700 3.71700 -0.10760
H -0.58330 1.07770 -4.33350
H -0.61460 2.02300 4.07220
H 3.25610 1.13440 2.95750
H -0.54170 -1.85350 -2.10080
H 1.05930 3.27320 1.78510
H 1.72640 0.25650 -4.16980
H -1.30120 -6.28570 -8.47840
H -2.74420 1.20700 2.40620
H 2.24580 2.46720 -2.04010
H -1.48170 3.17160 -1.63540
H -1.04060 -2.60140 -0.55230
*
```

---

Entry 6:
A molecular structure, C18H41InO6PS in a non-equilibrium geometry. Source: OMol25; level of theory: ωB97M-V with the def2-TZVPD basis set.

The electronic energy is -56914.378 eV. The calculation puts the gap between HOMO and LUMO at 6.82 eV. For the HOMO energy, the calculation gives -4.46 eV.

```
! wB97M-V def2-TZVPD RIJCOSX def2/J DEFGRID3
* xyz -1 1
In -3.34174 1.09444 0.70333
S -4.15291 -1.27889 1.10582
P -1.90234 4.30637 1.92565
O -1.57291 4.10067 0.31238
O 3.28219 -4.73627 -0.31558
O -1.03672 3.22222 2.85469
O -2.47789 -0.07008 -2.80348
O -1.57084 5.69205 2.44515
O 1.22345 -1.40242 2.71104
C -0.76935 5.14392 -0.24293
C 0.10788 4.46131 -1.35642
C -3.52940 -0.00304 -3.76631
C -1.53735 -0.48246 -4.93425
C -2.86853 0.22577 -5.11586
C 1.42018 -3.75964 2.73299
C 0.35610 3.51651 2.81366
C 0.29886 -3.37835 1.78566
C 1.16412 2.32058 2.19546
C 4.57916 -5.34347 -0.30727
C 2.18024 -2.45281 2.86341
C -4.17807 2.47548 2.28020
C -3.69558 3.97435 2.27137
C 4.86653 -3.10627 -0.99417
C -1.22417 -0.18156 -3.47747
C 3.38532 -3.42624 -0.89665
C -0.01145 -1.95514 2.21895
C 5.47241 -4.48475 -1.18531
H 0.59323 4.43805 2.26161
H 2.68414 -2.35432 3.82764
H 5.09808 -2.40842 -1.79830
H -3.82459 4.36100 3.29792
H 6.52494 -4.54543 -0.90816
H -0.56693 -4.03723 1.84170
H -0.75821 -0.14044 -5.61704
H -1.54615 1.10675 0.87366
H 4.50124 -6.37172 -0.66471
H 2.92686 -2.34589 2.06622
H -4.30899 4.60156 1.61283
H -3.80431 1.67736 -0.94726
H -1.66610 -1.55973 -5.07579
H -3.46055 -0.15473 -5.94920
H 1.63111 2.66520 1.26251
H -0.06965 5.59505 0.46758
H 1.07551 4.98463 -1.42205
H 5.21807 -2.67236 -0.05387
H -0.73966 -1.93728 3.03527
H -0.62513 -0.96233 -3.00445
H 4.93823 -5.36074 0.72809
H -2.70214 1.29521 -5.27510
H 0.66666 -3.38438 0.75546
H -0.69627 0.77348 -3.37261
H -4.07063 -0.95594 -3.74489
H 2.91836 -3.46093 -1.88682
H -4.22095 0.79437 -3.49202
H 0.45589 1.50514 2.01221
H 2.84240 -2.70773 -0.28121
H -3.24692 -1.98765 0.35809
H 1.91009 1.92910 2.90337
H 0.72698 3.65091 3.84417
H -1.41990 5.87210 -0.74591
H -0.39538 4.43382 -2.33082
H 5.37614 -4.79176 -2.23065
H 1.00440 -4.04915 3.70287
H -0.39409 -1.34108 1.40264
H -5.27098 2.51718 2.09116
H 2.04185 -4.57864 2.36927
H -4.06489 2.01108 3.27283
H 0.25104 3.42360 -1.01036
*
```